[1]
{
  "formula": "C5H12N2",
  "method": "ωB97M-V/def2-TZVPD",
  "total_energy_ha": -307.08231,
  "homo_lumo_gap_ev": 7.0,
  "largest_force_ev_per_a": 2.46,
  "lumo_energy_ev": 0.6,
  "de_lowest_kj_mol": 386.04,
  "smiles": "C/C(=C/N)CCN",
  "species": ["C", "C", "C", "C", "N", "C", "N", "H", "H", "H", "H", "H", "H", "H", "H", "H", "H", "H", "H"],
  "coordinates": [[-0.850, 1.377, -0.475], [-0.730, 0.338, 0.703], [0.539, -0.519, 0.736], [0.684, -1.570, -0.192], [0.891, -1.214, -1.501], [1.506, -0.304, 1.860], [-1.981, 1.197, -1.364], [0.100, 1.356, -1.006], [-0.834, 2.325, 0.077], [-1.547, -0.374, 0.568], [-0.762, 0.838, 1.666], [0.247, -2.568, -0.116], [1.273, -0.303, -1.697], [0.254, -1.478, -2.255], [1.090, -0.569, 2.847], [2.428, -0.882, 1.834], [1.821, 0.743, 1.891], [-1.690, 1.302, -2.324], [-2.440, 0.305, -1.250]],
  "nbo_charge": [-0.212, -0.417, -0.152, 0.023, -0.752, -0.640, -0.844, 0.162, 0.172, 0.191, 0.219, 0.173, 0.382, 0.358, 0.193, 0.217, 0.214, 0.358, 0.355]
}

---

[2]
{
  "formula": "C5H12N2",
  "method": "ωB97M-V/def2-TZVPD",
  "total_energy_ha": -307.10074,
  "homo_lumo_gap_ev": 8.9,
  "largest_force_ev_per_a": 2.79,
  "lumo_energy_ev": 0.8,
  "de_lowest_kj_mol": 337.65,
  "smiles": "CN/C=C/CCN",
  "species": ["C", "C", "C", "C", "N", "C", "N", "H", "H", "H", "H", "H", "H", "H", "H", "H", "H", "H", "H"],
  "coordinates": [[-0.566, -0.236, -1.777], [-0.292, -1.438, -0.853], [-0.090, -1.185, 0.604], [0.793, -0.200, 0.991], [0.664, 0.609, 2.149], [-0.374, 1.618, 2.034], [0.689, 0.227, -2.364], [-0.941, 0.630, -1.228], [-1.327, -0.505, -2.516], [0.500, -1.975, -1.395], [-1.174, -2.082, -0.932], [-0.047, -2.014, 1.320], [1.730, -0.112, 0.437], [0.517, 0.065, 2.995], [-1.367, 1.177, 1.909], [-0.186, 2.337, 1.236], [-0.365, 2.227, 2.940], [1.152, -0.362, -3.034], [0.685, 1.218, -2.517]],
  "nbo_charge": [-0.204, -0.461, -0.288, 0.049, -0.683, -0.400, -0.873, 0.191, 0.167, 0.209, 0.211, 0.222, 0.193, 0.360, 0.173, 0.195, 0.199, 0.368, 0.371]
}

---

[3]
{
  "formula": "C5H12N2",
  "method": "ωB97M-V/def2-TZVPD",
  "total_energy_ha": -306.89157,
  "homo_lumo_gap_ev": [4.2, 5.2],
  "spin_multiplicity": 3,
  "largest_force_ev_per_a": 7.09,
  "s2": 2.01,
  "lumo_energy_ev": [1.1, -3.1],
  "de_lowest_kj_mol": 423.39,
  "species": ["C", "C", "C", "C", "C", "N", "N", "H", "H", "H", "H", "H", "H", "H", "H", "H", "H", "H", "H"],
  "coordinates": [[-0.017, 0.756, -0.148], [1.142, 0.145, 0.006], [2.493, 0.712, -0.340], [1.324, -1.258, 0.684], [-2.585, 0.772, 0.372], [-1.766, -0.981, -0.677], [-1.384, -0.061, 0.292], [-0.260, 1.694, -0.644], [2.525, 1.763, -0.053], [2.616, 0.535, -1.346], [3.391, 0.187, 0.148], [0.344, -1.524, 1.188], [2.187, -1.513, 1.437], [1.427, -1.908, -0.080], [-3.284, 0.039, 0.818], [-2.299, 1.520, 1.191], [-2.948, 1.434, -0.464], [-1.083, -1.766, -0.824], [-1.822, -0.548, -1.560]],
  "nbo_charge": [-0.321, -0.187, -0.604, -0.610, -0.480, -0.545, -0.041, 0.213, 0.200, 0.192, 0.202, 0.192, 0.210, 0.178, 0.231, 0.228, 0.233, 0.376, 0.334]
}

---

[4]
{
  "formula": "C5H12N2",
  "method": "ωB97M-V/def2-TZVPD",
  "total_energy_ha": -306.54805,
  "homo_lumo_gap_ev": 10.1,
  "largest_force_ev_per_a": 1.90,
  "total_charge": 2,
  "lumo_energy_ev": -8.5,
  "de_lowest_kj_mol": 59.97,
  "smiles": "C=[NH+]C(=C)CC[NH3+]",
  "species": ["C", "C", "C", "C", "C", "N", "N", "H", "H", "H", "H", "H", "H", "H", "H", "H", "H", "H", "H"],
  "coordinates": [[-1.802, 0.126, 0.174], [-0.508, -0.320, -0.539], [0.687, 0.296, 0.175], [0.703, 0.971, 1.319], [2.970, -0.591, 0.012], [1.965, 0.045, -0.456], [-3.067, -0.370, -0.512], [-1.882, 1.191, 0.327], [-1.807, -0.348, 1.156], [-0.496, -1.412, -0.604], [-0.511, 0.056, -1.570], [-0.124, 0.936, 2.018], [1.489, 1.637, 1.657], [2.835, -1.258, 0.859], [3.981, -0.458, -0.361], [2.167, 0.525, -1.338], [-2.911, -1.363, -0.715], [-3.315, 0.253, -1.283], [-3.843, -0.406, 0.163]],
  "nbo_charge": [-0.220, -0.465, 0.101, -0.304, 0.181, -0.427, -0.672, 0.252, 0.234, 0.248, 0.248, 0.237, 0.260, 0.238, 0.260, 0.447, 0.454, 0.465, 0.464]
}

---

[5]
{
  "formula": "C5H12N2O",
  "method": "ωB97M-V/def2-TZVPD",
  "total_energy_ha": -382.28814,
  "homo_lumo_gap_ev": 9.2,
  "largest_force_ev_per_a": 11.34,
  "lumo_energy_ev": 0.9,
  "de_lowest_kj_mol": 562.88,
  "smiles": "CCN(C)/N=C\\CO",
  "species": ["C", "C", "C", "C", "C", "H", "H", "H", "H", "H", "H", "H", "H", "H", "H", "H", "H", "N", "N", "O"],
  "coordinates": [[-1.298, -1.758, -0.378], [-1.713, -0.214, -0.136], [-0.755, 2.108, 0.031], [1.406, -0.352, 1.085], [2.409, -0.320, 0.012], [-2.341, -2.359, -0.099], [-0.541, -2.014, 0.360], [-0.854, -1.949, -1.361], [-2.196, -0.182, 0.821], [-2.367, 0.056, -1.071], [0.171, 2.545, 0.040], [-1.554, 2.277, 1.006], [-1.132, 2.388, -1.000], [1.886, -0.734, 2.104], [3.030, -1.327, -0.277], [3.202, 0.374, 0.347], [1.107, 0.316, -1.319], [-0.553, 0.647, -0.057], [0.153, 0.139, 1.121], [1.940, 0.357, -1.229]],
  "nbo_charge": [-0.613, -0.225, -0.402, 0.091, -0.171, 0.210, 0.211, 0.210, 0.182, 0.208, 0.210, 0.172, 0.213, 0.206, 0.209, 0.217, 0.465, -0.370, -0.312, -0.710]
}

---

[6]
{
  "formula": "C5H12N2O",
  "method": "ωB97M-V/def2-TZVPD",
  "total_energy_ha": -382.11244,
  "homo_lumo_gap_ev": 4.3,
  "largest_force_ev_per_a": 5.27,
  "lumo_energy_ev": -3.0,
  "de_lowest_kj_mol": 1024.18,
  "species": ["C", "C", "N", "C", "C", "C", "N", "O", "H", "H", "H", "H", "H", "H", "H", "H", "H", "H", "H", "H"],
  "coordinates": [[-0.554, -1.995, 0.357], [0.575, -0.979, 0.543], [0.532, 0.106, -0.445], [-0.204, 1.243, 0.077], [0.296, -0.308, -1.748], [-0.691, 0.186, -2.419], [0.401, -0.165, 2.984], [-1.571, 0.980, -2.493], [-0.405, -2.872, 0.996], [-0.558, -2.326, -0.678], [-1.514, -1.534, 0.623], [1.533, -1.498, 0.441], [0.526, -0.538, 1.715], [-0.212, 2.100, -0.620], [-1.236, 0.962, 0.282], [0.260, 1.553, 1.014], [1.093, 2.397, -3.777], [1.062, 3.110, -3.973], [1.154, -0.241, 3.658], [-0.488, -0.180, 3.463]],
  "nbo_charge": [-0.647, -0.212, -0.212, -0.449, -0.156, 0.640, -1.142, -0.413, 0.234, 0.219, 0.206, 0.224, 0.320, 0.214, 0.216, 0.266, -0.013, 0.012, 0.350, 0.343]
}

---

[7]
{
  "formula": "C5H12N2O",
  "method": "ωB97M-V/def2-TZVPD",
  "total_energy_ha": -382.38416,
  "homo_lumo_gap_ev": 10.2,
  "largest_force_ev_per_a": 2.87,
  "lumo_energy_ev": 0.8,
  "de_lowest_kj_mol": 310.78,
  "smiles": "C=C[C@H](N)O.[H]/N=C/C",
  "species": ["C", "N", "C", "C", "O", "H", "H", "H", "H", "H", "H", "H", "C", "C", "N", "H", "H", "H", "H", "H"],
  "coordinates": [[0.937, 0.062, 1.038], [1.840, 0.844, 1.842], [0.402, 0.903, -0.116], [0.899, 0.807, -1.353], [1.565, -1.123, 0.654], [2.447, -0.894, 0.334], [-0.054, -0.301, 1.551], [2.095, 0.363, 2.694], [1.470, 1.761, 2.053], [-0.093, 1.813, 0.202], [1.437, -0.067, -1.685], [0.653, 1.528, -2.113], [-1.323, -1.473, -1.086], [-1.798, -0.335, -0.246], [-2.451, 0.619, -0.753], [-2.788, 1.310, -0.084], [-1.635, -0.540, 0.909], [-1.223, -1.160, -2.122], [-0.356, -1.812, -0.716], [-2.023, -2.304, -1.003]],
  "nbo_charge": [0.216, -0.850, -0.221, -0.372, -0.719, 0.475, 0.135, 0.371, 0.368, 0.202, 0.195, 0.205, -0.695, 0.171, -0.643, 0.335, 0.137, 0.227, 0.237, 0.229]
}

---

[8]
{
  "formula": "C5H12N2O",
  "method": "ωB97M-V/def2-TZVPD",
  "total_energy_ha": -382.35770,
  "homo_lumo_gap_ev": 9.5,
  "largest_force_ev_per_a": 2.22,
  "lumo_energy_ev": 1.0,
  "de_lowest_kj_mol": 380.26,
  "smiles": "CC(C)=O.C=N.C=N",
  "species": ["C", "C", "C", "N", "C", "N", "C", "O", "H", "H", "H", "H", "H", "H", "H", "H", "H", "H", "H", "H"],
  "coordinates": [[-1.958, -0.199, -1.055], [0.761, -1.197, -1.604], [0.779, -0.044, 2.441], [-1.409, -1.312, -1.277], [-0.083, 0.675, 1.419], [1.068, 0.044, -1.702], [0.591, 1.612, 0.540], [-1.259, 0.322, 1.274], [-1.938, -2.134, -0.995], [1.078, 0.431, -2.641], [0.818, 0.916, -0.565], [-2.958, -0.065, -0.650], [-1.427, 0.698, -1.352], [0.674, -1.868, -2.453], [0.862, -1.655, -0.628], [0.716, 0.498, 3.386], [0.411, -1.057, 2.606], [1.825, -0.089, 2.142], [-0.064, 2.402, 0.177], [1.516, 2.022, 0.937]],
  "nbo_charge": [0.050, 0.061, -0.713, -0.638, 0.585, -0.734, -0.842, -0.642, 0.356, 0.357, 0.351, 0.178, 0.172, 0.176, 0.177, 0.233, 0.224, 0.215, 0.221, 0.212]
}

---

[9]
{
  "formula": "C5H12N2O",
  "method": "ωB97M-V/def2-TZVPD",
  "total_energy_ha": -382.40000,
  "homo_lumo_gap_ev": 9.0,
  "largest_force_ev_per_a": 2.58,
  "lumo_energy_ev": 0.6,
  "de_lowest_kj_mol": 269.19,
  "smiles": "[H]/N=C(\\C)C[NH2+][C@H](C)[O-]",
  "species": ["C", "C", "C", "C", "N", "C", "O", "N", "H", "H", "H", "H", "H", "H", "H", "H", "H", "H", "H", "H"],
  "coordinates": [[-1.898, -0.095, 0.723], [0.751, -0.971, 0.337], [-2.130, 1.400, 0.687], [2.023, -0.707, -1.852], [-0.161, -0.290, 1.242], [1.367, -0.034, -0.677], [-2.388, -0.817, 1.669], [1.287, 1.210, -0.469], [-0.708, -0.935, 1.961], [0.239, 0.590, 1.555], [-1.831, -0.527, -0.295], [1.748, 1.772, -1.180], [1.573, -1.450, 0.890], [0.203, -1.770, -0.172], [-2.136, 1.804, 1.699], [-1.366, 1.906, 0.097], [-3.110, 1.575, 0.240], [1.260, -1.174, -2.479], [2.698, -1.495, -1.518], [2.581, 0.006, -2.457]],
  "nbo_charge": [0.399, -0.290, -0.689, -0.687, -0.717, 0.322, -0.803, -0.651, 0.478, 0.416, 0.098, 0.346, 0.213, 0.217, 0.216, 0.218, 0.226, 0.236, 0.230, 0.223]
}

---

[10]
{
  "formula": "C5H12N2O",
  "method": "ωB97M-V/def2-TZVPD",
  "total_energy_ha": -382.37758,
  "homo_lumo_gap_ev": 9.7,
  "largest_force_ev_per_a": 5.94,
  "lumo_energy_ev": 0.9,
  "de_lowest_kj_mol": 328.06,
  "smiles": "CNCC[C@H](N)C=O",
  "species": ["O", "C", "C", "C", "C", "C", "N", "N", "H", "H", "H", "H", "H", "H", "H", "H", "H", "H", "H", "H"],
  "coordinates": [[-3.789, -0.322, 0.503], [-2.996, 0.484, 0.047], [-1.547, 0.284, -0.482], [-0.681, -0.153, 0.748], [0.649, -0.932, 0.404], [3.148, -0.636, -0.021], [1.752, -0.215, -0.098], [-1.098, 1.552, -1.090], [-3.415, 1.553, -0.133], [-1.338, -0.352, -1.261], [-0.404, 0.732, 1.340], [-1.303, -0.740, 1.363], [0.419, -1.957, 0.112], [0.993, -1.166, 1.496], [3.750, 0.100, 0.558], [3.626, -0.736, -1.108], [3.178, -1.543, 0.565], [1.499, -0.072, -1.039], [-0.532, 2.113, -0.504], [-1.910, 2.005, -1.399]],
  "nbo_charge": [-0.509, 0.439, -0.181, -0.391, -0.210, -0.404, -0.646, -0.835, 0.091, 0.222, 0.205, 0.224, 0.170, 0.176, 0.191, 0.195, 0.190, 0.353, 0.366, 0.352]
}

---

[11]
{
  "formula": "C5H12N2O",
  "method": "ωB97M-V/def2-TZVPD",
  "total_energy_ha": -382.27231,
  "homo_lumo_gap_ev": [7.7, 7.7],
  "largest_force_ev_per_a": 4.71,
  "lumo_energy_ev": [0.7, 0.7],
  "de_lowest_kj_mol": 604.45,
  "species": ["C", "C", "C", "C", "N", "N", "C", "O", "H", "H", "H", "H", "H", "H", "H", "H", "H", "H", "H", "H"],
  "coordinates": [[0.757, -0.045, 0.651], [-1.190, -0.442, -0.158], [0.788, -1.247, 1.572], [-0.994, 0.352, -1.253], [0.686, 1.188, 1.314], [1.814, 0.018, -0.286], [-0.365, 0.981, -2.201], [-2.937, -0.165, -1.526], [-3.444, 0.457, -0.983], [0.340, 1.181, 2.261], [0.621, 1.978, 0.684], [1.961, -0.853, -0.778], [2.685, 0.347, 0.121], [-1.222, -1.514, -0.312], [-1.732, -0.037, 0.690], [-0.084, -1.279, 2.228], [0.812, -2.174, 0.997], [1.689, -1.219, 2.199], [0.713, 1.112, -2.154], [-0.898, 1.361, -3.064]],
  "nbo_charge": [0.384, -0.459, -0.661, 0.361, -0.879, -0.882, -0.509, -0.955, 0.429, 0.393, 0.398, 0.372, 0.379, 0.242, 0.231, 0.213, 0.220, 0.205, 0.259, 0.258]
}

---

[12]
{
  "formula": "C5H12N2O",
  "method": "ωB97M-V/def2-TZVPD",
  "total_energy_ha": -382.40583,
  "homo_lumo_gap_ev": 10.0,
  "largest_force_ev_per_a": 4.86,
  "lumo_energy_ev": 0.8,
  "de_lowest_kj_mol": 253.88,
  "smiles": "[H]/N=C(\\C)O.C/C=N\\C",
  "species": ["C", "C", "C", "N", "H", "H", "H", "H", "H", "H", "H", "C", "C", "O", "N", "H", "H", "H", "H", "H"],
  "coordinates": [[1.953, -0.983, 1.059], [1.085, 1.709, 0.436], [1.005, 0.534, -0.500], [1.482, -0.663, -0.275], [0.891, 0.803, -1.562], [2.966, -0.590, 1.204], [1.988, -2.070, 1.174], [1.301, -0.600, 1.850], [0.708, 1.453, 1.427], [2.117, 2.060, 0.508], [0.479, 2.521, 0.026], [-1.773, -0.544, -1.642], [-1.596, -0.246, -0.186], [-2.324, 0.811, 0.226], [-1.306, -1.122, 0.737], [-2.254, 0.834, 1.195], [-1.253, -2.060, 0.318], [-1.732, 0.386, -2.214], [-2.749, -1.009, -1.805], [-0.987, -1.223, -1.977]],
  "nbo_charge": [-0.462, -0.708, 0.099, -0.389, 0.178, 0.201, 0.204, 0.197, 0.225, 0.235, 0.224, -0.709, 0.582, -0.681, -0.754, 0.495, 0.351, 0.230, 0.243, 0.240]
}